(1)
{
  "formula": "H6O3",
  "method": "ωB97M-V with the def2-TZVPD basis set",
  "species": ["O", "O", "O", "H", "H", "H", "H", "H", "H"],
  "xyz": [[-1.21211, -1.47144, 0.16067], [1.31089, -0.28644, 0.80967], [-0.02811, 1.85956, -0.82733], [-1.48111, -0.99244, -0.61333], [0.58689, -0.82744, 0.43467], [0.84789, 1.54256, -0.94533], [-1.52711, -0.92244, 0.84767], [-0.50911, 1.49456, -0.06233], [2.01189, -0.39644, 0.19567]],
  "forces_ev_per_angstrom": [[0.7, -0.9, -0.7], [-1.2, -0.1, 0.5], [-2.2, 0.9, -0.2], [-0.2, 0.2, -0.9], [0.2, 0.1, 0.3], [0.8, -0.8, 0.7], [-0.6, 0.7, 1.5], [1.3, 0.0, -0.5], [1.2, -0.2, -0.7]],
  "e_homo_ev": -11.41,
  "e_tot_ev": -6239.6894,
  "smiles": "O.O.O",
  "lumo_ev": 0.5
}


(2)
{
  "formula": "C9H14N4",
  "method": "ωB97M-V with the def2-TZVPD basis set",
  "species": ["N", "N", "N", "N", "C", "C", "C", "C", "C", "C", "C", "C", "C", "H", "H", "H", "H", "H", "H", "H", "H", "H", "H", "H", "H", "H", "H"],
  "xyz": [[-3.43835, -1.32515, 1.78971], [-1.46494, -1.60556, 0.82436], [0.09712, -0.10855, -2.10198], [2.12550, -0.84871, -2.44437], [3.46221, 1.27396, -2.49498], [0.86579, -1.20092, -2.25612], [-1.52866, -0.34409, 1.35769], [0.32614, 0.50042, 2.85080], [-0.32274, 0.55901, 1.47812], [2.16593, 0.48939, -2.37613], [0.91478, 1.02742, -2.21802], [-2.62007, -2.16653, 1.08003], [-2.73351, -0.14991, 1.95617], [-0.90518, -0.07446, -1.97635], [4.13199, 0.52818, -2.93104], [3.38020, 2.06113, -3.25398], [0.57333, -2.22600, -2.11531], [-3.25976, 0.73784, 2.25258], [1.10761, 1.27910, 2.83420], [0.71785, -0.47223, 3.12469], [0.42381, 0.33663, 0.71490], [-0.65168, 1.59953, 1.38411], [-4.36524, -1.48106, 2.15608], [-0.25470, 1.06068, 3.59702], [3.79887, 1.75199, -1.59198], [0.42651, 1.95060, -2.47367], [-2.97281, -3.15270, 0.83345]],
  "forces_ev_per_angstrom": [[0.5, 0.2, -0.4], [-0.1, -0.4, -0.1], [-0.4, 0.7, -0.3], [0.0, -1.1, 0.6], [-0.8, -0.9, -1.5], [0.8, 0.3, 0.2], [0.9, 0.3, 0.4], [0.6, 2.0, 0.1], [-0.7, 0.0, 0.0], [0.5, 2.4, -0.2], [-1.0, -1.7, -0.2], [-0.7, 0.4, 0.7], [-0.9, -0.1, -0.4], [0.3, -0.2, 0.0], [0.6, 0.4, 0.5], [-0.2, 0.0, 0.1], [-0.4, 0.1, -0.1], [0.2, 0.1, 0.5], [0.7, -0.8, -0.3], [-0.1, 0.0, 0.3], [-0.2, 0.0, -0.1], [0.0, -0.1, -0.4], [0.2, -0.2, -0.3], [-0.7, -1.2, 0.2], [0.2, -0.3, 0.5], [0.4, 0.4, 0.5], [0.3, -0.2, -0.2]],
  "e_homo_ev": -8.30,
  "e_tot_ev": -15520.0512,
  "smiles": "CCc1c[nH]cn1.Cc1c[nH]cn1",
  "lumo_ev": 0.7
}


(3)
{
  "formula": "C26H27AsMnN8O8S3",
  "method": "ωB97M-V with the def2-TZVPD basis set",
  "species": ["As", "Mn", "S", "S", "S", "O", "O", "O", "O", "O", "O", "O", "O", "N", "N", "N", "N", "N", "N", "N", "N", "C", "C", "C", "C", "C", "C", "C", "C", "C", "C", "C", "C", "C", "C", "C", "C", "C", "C", "C", "C", "C", "C", "C", "C", "C", "C", "H", "H", "H", "H", "H", "H", "H", "H", "H", "H", "H", "H", "H", "H", "H", "H", "H", "H", "H", "H", "H", "H", "H", "H", "H", "H", "H"],
  "xyz": [[-1.69328, -3.63963, -1.45916], [-0.19703, -0.91326, 0.28072], [1.82404, -0.45126, -1.33668], [-3.70995, -2.02762, 1.12883], [2.92422, 0.43200, 2.97349], [3.00104, 1.68748, 2.26986], [-0.60566, -2.43395, -1.12034], [-4.57129, -0.93374, 1.54364], [-3.75148, -3.19264, 1.99354], [-2.35184, -1.59670, 0.80004], [-1.60750, -4.75637, -0.07468], [2.93901, 0.49012, 4.41997], [-1.45920, -4.46897, -2.85386], [-1.26028, 0.88493, 1.30838], [1.69243, -0.37556, 2.36399], [1.96308, -2.25095, 3.80954], [7.54217, -2.87480, 1.14803], [0.23605, -2.07755, 2.17455], [-0.81605, 0.68034, -1.25775], [-0.47090, 0.46143, -2.54291], [1.06096, -0.57321, -3.86814], [5.70321, -1.35087, 0.68052], [1.32928, -1.57840, 2.82240], [0.69379, -0.16647, -2.61828], [-2.06668, 1.57231, 0.48831], [-6.33252, -2.72309, -1.84416], [-1.83454, 1.39723, -0.96435], [6.13867, -2.02615, 2.94622], [-3.17137, 2.56956, 2.36006], [-1.38039, 1.03042, 2.61763], [0.09618, -0.68258, -4.95037], [-3.59669, -3.16334, -1.45726], [5.07681, -1.24550, 3.38140], [-4.22135, -3.52706, -2.65064], [-2.72101, 2.05525, -1.97586], [-5.57667, -3.30984, -2.84803], [-4.36504, -2.56644, -0.45538], [-5.72406, -2.35056, -0.65664], [-0.97511, -1.74122, -4.72741], [0.19117, -3.86017, 3.72566], [-2.32444, 1.86700, 3.19755], [6.45261, -2.09206, 1.59267], [4.34093, -0.51278, 2.46803], [1.38389, -3.36310, 4.22885], [-3.03952, 2.42899, 0.98866], [4.65115, -0.56514, 1.11469], [-0.34660, -3.16630, 2.65172], [1.90851, -3.89622, 5.01975], [-1.64236, -1.80277, -5.59212], [7.42962, -3.17190, 0.18963], [0.67048, -0.89651, -5.85693], [1.79860, -1.25753, -3.84086], [-3.93458, 3.22121, 2.76836], [-3.60838, -3.99440, -3.41180], [-0.36804, 0.29661, -5.08032], [4.79480, -1.20837, 4.42469], [6.71814, -2.60367, 3.65931], [4.05062, -0.00634, 0.40661], [-2.52647, 3.13061, -2.03898], [-0.78994, -4.53364, 0.38791], [-6.28502, -1.86613, 0.13136], [5.93302, -1.40645, -0.37788], [-3.77222, 1.91438, -1.71753], [-2.39159, 1.94508, 4.27360], [-0.54988, -2.72834, -4.54289], [-0.68929, 0.45330, 3.22037], [-3.68814, 2.96898, 0.31333], [-6.03713, -3.59853, -3.78601], [-0.27700, -4.74899, 4.12105], [-7.39283, -2.54560, -1.98538], [-1.26617, -3.47507, 2.16219], [7.70177, -3.67928, 1.73652], [-2.52361, 1.61337, -2.94989], [-1.56771, -1.48579, -3.84941]],
  "forces_ev_per_angstrom": [[-0.1, -0.2, 0.0], [0.0, 0.0, -0.1], [0.0, 0.0, 0.0], [0.0, 0.0, 0.0], [0.1, 0.0, 0.0], [0.0, 0.0, 0.0], [0.1, 0.0, 0.0], [0.0, 0.0, 0.0], [0.0, 0.0, 0.0], [0.0, -0.1, 0.1], [0.1, 0.0, -0.1], [0.0, 0.0, 0.0], [0.0, 0.0, 0.0], [0.0, 0.0, 0.1], [-0.1, 0.0, 0.0], [0.0, 0.0, 0.0], [0.0, 0.0, 0.0], [-0.1, 0.1, -0.1], [-0.2, -0.1, 0.1], [0.0, 0.0, 0.1], [0.0, -0.1, 0.1], [0.0, 0.0, 0.0], [0.0, 0.0, -0.1], [0.1, 0.0, 0.0], [0.1, 0.0, 0.0], [0.0, 0.0, 0.0], [0.0, 0.0, 0.0], [0.0, 0.0, 0.0], [0.0, 0.0, 0.0], [0.0, 0.0, 0.0], [0.0, 0.1, -0.1], [0.0, 0.0, 0.0], [0.0, 0.0, 0.0], [0.0, 0.0, 0.0], [0.0, 0.0, 0.0], [0.0, 0.0, 0.0], [0.0, 0.1, 0.0], [0.0, 0.0, 0.0], [0.0, 0.0, 0.0], [0.0, 0.0, 0.0], [0.0, 0.0, 0.0], [0.0, 0.0, 0.0], [0.0, 0.0, 0.0], [0.0, 0.0, 0.0], [0.0, 0.0, 0.0], [0.0, 0.0, 0.0], [0.0, 0.0, 0.0], [0.0, 0.0, 0.0], [0.0, 0.0, 0.0], [0.0, 0.0, 0.0], [0.0, 0.0, 0.0], [0.0, 0.0, 0.0], [0.0, 0.0, 0.0], [0.0, 0.0, 0.0], [0.0, 0.0, 0.0], [0.0, 0.0, 0.0], [0.0, 0.0, 0.0], [0.0, 0.0, 0.0], [0.0, 0.0, 0.0], [0.0, 0.0, 0.0], [0.0, 0.0, 0.0], [0.0, 0.0, 0.0], [0.0, 0.0, 0.0], [0.0, 0.0, 0.0], [0.0, 0.0, 0.0], [0.0, 0.0, 0.0], [0.0, 0.0, 0.0], [0.0, 0.0, 0.0], [0.0, 0.0, 0.0], [0.0, 0.0, 0.0], [0.0, 0.0, 0.0], [0.0, 0.0, 0.0], [0.0, 0.0, 0.0], [0.0, 0.0, 0.0]],
  "total_charge": -2,
  "e_homo_ev": [-2.53, -2.58],
  "e_tot_ev": -180371.2619,
  "spin_multiplicity": 6,
  "lumo_ev": [4.4, 4.4]
}